# 1
ORCA calculation (wB97M-V/def2-TZVPD) on C2H5N3O2S in the gas phase in a non-equilibrium geometry.

Geometry as ORCA input:
```
! wB97M-V def2-TZVPD RIJCOSX def2/J DEFGRID3
* xyz 0 1
C 0.55 -0.38 0.70
C -0.80 -0.02 0.09
H 1.94 0.68 -0.58
H 2.47 -0.14 0.85
H -2.12 -0.70 -0.81
H -0.32 -1.85 -1.97
H -0.96 3.22 0.56
N 1.81 -0.03 0.13
N -1.42 -1.21 -0.26
N -0.98 1.18 -0.19
O 0.44 -0.89 1.90
O -0.70 -2.18 -1.07
S 0.10 2.33 0.64
*
```

Energy relative to the best compared isomer or geometry (same formula, charge and spin) = 4.478 eV
SMILES = NC(=O)/C(=N\S)NO
DFT total energy = -21551.435 eV
HOMO energy = -9.487 eV

***

# 2
ORCA calculation (wB97M-V/def2-TZVPD) on a molecular structure, C35H32Cl3FN8O5S2V.

Geometry as ORCA input:
```
! wB97M-V def2-TZVPD RIJCOSX def2/J DEFGRID3
* xyz 2 2
V -0.04 2.28 -0.03
C 2.98 1.48 -0.22
N 1.90 2.48 -0.26
C 2.24 3.69 -0.71
C 1.24 4.64 -0.83
C 1.15 5.96 -1.32
C -0.20 6.30 -1.25
C -0.88 5.19 -0.74
N -0.03 4.19 -0.48
C 3.73 1.49 1.09
C 3.07 1.48 2.32
C 3.78 1.48 3.51
C 5.17 1.50 3.49
C 5.84 1.51 2.27
C 5.12 1.52 1.08
H 3.68 1.69 -1.03
H 2.55 0.51 -0.47
H 3.27 3.89 -0.99
H 1.96 6.56 -1.68
H -0.65 7.24 -1.55
H -1.94 5.08 -0.56
H 1.99 1.47 2.36
H 3.26 1.47 4.46
H 5.73 1.50 4.41
H 6.92 1.53 2.25
H 5.65 1.53 0.14
F -2.26 -3.34 -2.71
C -2.96 -2.21 -2.66
C -2.39 -1.02 -2.81
N -3.14 0.15 -2.75
C -2.51 1.44 -2.93
C -1.63 1.75 -1.75
O -2.06 2.11 -0.63
O -0.34 1.68 -1.83
C -4.53 0.13 -2.58
O -5.19 1.14 -2.56
N -5.07 -1.13 -2.41
C -4.40 -2.35 -2.40
O -4.96 -3.39 -2.18
H -1.33 -0.92 -3.01
H -3.32 2.17 -2.92
H -1.96 1.50 -3.87
H -6.07 -1.16 -2.28
Cl -4.81 -6.32 1.65
C -3.26 -5.59 1.50
C -3.05 -4.61 0.54
C -1.80 -4.03 0.43
C -0.74 -4.42 1.24
C 0.63 -3.79 1.12
C 0.85 -2.70 2.17
N 0.10 -1.50 1.80
C -1.23 -1.19 2.02
C -1.46 -0.01 1.38
N -0.27 0.40 0.76
C 0.62 -0.54 1.05
O 0.82 -3.14 -0.12
C 1.00 -4.01 -1.23
C 1.05 -3.16 -2.46
C 1.19 -3.65 -3.72
Cl 1.38 -5.30 -4.12
S 1.13 -2.44 -4.93
C 0.91 -1.23 -3.75
C 0.88 -1.74 -2.49
C -0.99 -5.40 2.20
Cl 0.29 -5.90 3.28
C -2.23 -5.99 2.34
H -3.86 -4.34 -0.13
H -1.61 -3.28 -0.33
H 1.39 -4.55 1.29
H 1.90 -2.41 2.19
H 0.55 -3.02 3.16
H -1.88 -1.83 2.58
H -2.37 0.55 1.30
H 1.65 -0.57 0.74
H 0.17 -4.72 -1.31
H 1.92 -4.59 -1.10
H 0.83 -0.19 -4.05
H 0.75 -1.14 -1.60
H -2.40 -6.76 3.09
N -1.25 5.33 2.70
C -0.25 4.50 2.45
N 1.00 4.91 2.46
S -0.61 2.80 2.22
H -1.11 6.29 2.97
H -2.19 4.97 2.71
H 1.26 5.87 2.67
H 1.74 4.23 2.38
*
```

DFT total energy = -146605.642 eV
HOMO energy (alpha / beta) = -12.812 / -12.812 eV

***

# 3
ORCA calculation (wB97M-V/def2-TZVPD) on C8H19B2ClO2 in the gas phase in a non-equilibrium geometry.

Geometry as ORCA input:
```
! wB97M-V def2-TZVPD RIJCOSX def2/J DEFGRID3
* xyz 0 1
C 1.62 0.12 2.29
C 0.59 1.32 2.15
B 0.28 1.67 0.62
O 0.88 2.86 0.10
B -0.66 0.79 -0.46
C 0.02 0.28 -1.82
C 1.24 -0.64 -1.63
C 1.55 -1.32 -3.02
O 2.41 0.11 -1.29
C -2.22 0.43 -0.26
Cl -3.04 1.83 0.57
C -2.50 -0.94 0.40
C -1.73 -1.21 1.71
H 1.69 -0.38 1.31
H 2.59 0.44 2.67
H 1.19 -0.57 3.03
H -0.30 1.17 2.77
H 1.10 2.21 2.56
H 0.16 3.30 -0.36
H 0.33 1.15 -2.43
H -0.73 -0.28 -2.41
H 1.08 -1.45 -0.90
H 2.61 -1.24 -3.27
H 1.16 -2.34 -3.08
H 1.02 -0.73 -3.78
H 2.85 -0.33 -0.58
H -2.65 0.38 -1.27
H -3.58 -0.97 0.64
H -2.31 -1.77 -0.30
H -1.90 -0.38 2.39
H -0.67 -1.38 1.48
H -2.09 -2.15 2.16
*
```

SMILES = CCB(O)B(C[C@@H](C)O)[C@H](Cl)CC
DFT total energy = -26574.414 eV
HOMO energy = -9.406 eV

***

# 4
ORCA calculation (wB97M-V/def2-TZVPD) on 2 unconnected molecules or ions with the total composition C2H6N2O.

Geometry as ORCA input:
```
! wB97M-V def2-TZVPD RIJCOSX def2/J DEFGRID3
* xyz 0 1
C -1.08 -0.14 1.06
N 0.49 0.74 -0.20
C 0.57 -0.35 -0.93
O 1.74 1.39 0.00
N -0.29 -1.28 -0.63
H 1.49 2.33 0.03
H -0.61 -1.85 -1.41
H 1.32 -0.42 -1.72
H -0.40 -0.61 1.76
H -1.96 -0.72 0.82
H -1.27 0.91 1.23
*
```

Energy relative to the best compared isomer or geometry (same formula, charge and spin) = 6.025 eV
DFT total energy = -7193.762 eV
HOMO energy (alpha / beta) = -8.335 / -8.335 eV